This record from the OMol25 dataset describes C25H15Cl3GaN2O3S6 as an isolated structure in a non-equilibrium geometry. The level of theory is the ωB97M-V functional and the def2-TZVPD basis.

XYZ file:
```
55
C25H15Cl3GaN2O3S6 (the ωB97M-V functional and the def2-TZVPD basis)
Ga -0.419 0.598 -1.175
C -2.014 -4.796 4.172
C -1.813 -3.422 3.603
C -1.741 -3.225 2.229
C -1.529 -1.961 1.713
C -1.386 -0.877 2.552
C -1.466 -1.049 3.922
C -1.676 -2.317 4.439
S -1.173 0.738 1.790
O -2.306 0.948 0.933
O -0.920 1.699 2.829
N 0.081 0.574 0.755
C 1.370 0.542 1.158
C 1.799 0.507 2.476
C 3.160 0.472 2.778
C 4.122 0.468 1.800
C 3.737 0.511 0.449
C 4.656 0.537 -0.620
C 4.183 0.598 -1.903
C 2.800 0.612 -2.124
N 1.921 0.575 -1.152
C 2.354 0.540 0.120
H -2.198 -5.518 3.381
H -2.858 -4.809 4.859
H -1.127 -5.105 4.725
H -1.849 -4.062 1.557
H -1.469 -1.805 0.649
H -1.364 -0.189 4.565
H -1.734 -2.457 5.510
H 1.067 0.536 3.266
H 3.454 0.449 3.816
H 5.173 0.440 2.050
H 5.719 0.514 -0.409
H 4.855 0.627 -2.746
H 2.420 0.649 -3.136
Cl -0.015 5.494 -6.539
C -0.004 4.601 -5.062
C 0.012 3.218 -5.106
C 0.002 2.521 -3.916
Cl 0.048 0.809 -3.934
C -0.049 3.135 -2.649
O -0.094 2.470 -1.532
C -0.022 4.546 -2.676
Cl -0.011 5.370 -1.166
C -0.003 5.274 -3.852
H 0.027 2.680 -6.041
H 0.006 6.352 -3.824
S -5.174 -4.636 -1.072
C -4.085 -3.442 -1.337
S -2.371 -3.737 -1.422
C -1.877 -2.075 -1.680
C -2.873 -1.157 -1.746
S -2.671 0.547 -1.974
S -4.506 -1.767 -1.551
S -0.169 -1.747 -1.751
```

Computed properties:
**ΔE to the lowest compared entry with this formula, charge and spin**: 0.4288 eV
**Gap between HOMO and LUMO**: 6.44 eV
**Total charge**: -1
**Maximum force**: 1.783 eV/Å
**Calculated total energy**: -190252.3833 eV
**HOMO**: -4.4 eV

This record from the OMol25 dataset describes C8H17AlNOS as an isolated structure in a non-equilibrium geometry. The level of theory is the ωB97M-V functional and the def2-TZVPD basis.

XYZ file:
```
29
C8H17AlNOS (the ωB97M-V functional and the def2-TZVPD basis)
C -1.453 1.811 -2.122
C -1.392 0.343 -1.650
C -0.413 -0.395 -2.598
C -0.852 0.364 -0.223
C -0.724 -1.021 0.412
C -1.781 -1.122 1.528
C 0.636 -1.230 1.097
O 1.717 -0.930 0.272
Al 2.660 0.540 0.776
N 4.123 0.044 1.962
C 3.802 0.246 3.084
S 3.356 0.117 4.635
H -0.434 2.176 -2.093
H -1.842 1.898 -3.133
H -2.039 2.376 -1.401
H -2.369 -0.131 -1.725
H 0.221 -1.096 -2.068
H 0.218 0.337 -3.090
H -0.998 -0.872 -3.383
H -1.535 0.963 0.378
H 0.083 0.914 -0.251
H -0.952 -1.828 -0.283
H -1.567 -0.358 2.269
H -1.758 -2.091 2.023
H -2.782 -0.930 1.145
H 0.616 -0.618 2.006
H 0.658 -2.272 1.443
H 1.638 1.508 1.556
H 3.163 1.256 -0.568
```

Computed properties:
**Gap between HOMO and LUMO**: 8.69 eV
**Total charge**: -1
**Maximum force**: 1.637 eV/Å
**Calculated total energy**: -29545.2986 eV
**HOMO**: -5.4 eV

This record from the OMol25 dataset describes a 7-piece molecular cluster, C27H29Cl4N5 overall in a non-equilibrium geometry. The level of theory is the ωB97M-V functional and the def2-TZVPD basis.

XYZ file:
```
65
C27H29Cl4N5 (the ωB97M-V functional and the def2-TZVPD basis)
C -17.572 7.707 3.635
Cl -18.891 7.002 2.758
Cl -18.058 8.839 4.955
H -16.920 6.933 4.053
H -17.049 8.322 2.965
C -14.314 11.164 4.950
Cl -12.975 11.433 6.136
Cl -15.687 12.320 5.146
H -13.878 11.205 3.912
H -14.690 10.187 5.086
N -19.418 12.521 0.050
C -19.508 11.178 -0.179
C -19.754 10.267 0.835
C -19.887 10.718 2.154
C -19.804 12.054 2.437
C -19.586 12.878 1.300
H -19.431 10.925 -1.223
H -19.839 9.199 0.659
H -20.221 10.013 2.925
H -19.822 12.360 3.468
H -19.417 14.028 1.454
N -14.656 9.289 2.207
C -13.923 8.159 2.522
C -13.730 7.124 1.622
C -14.434 7.196 0.374
C -15.186 8.273 0.081
C -15.216 9.350 0.983
H -13.427 8.244 3.460
H -13.042 6.312 1.900
H -14.358 6.337 -0.304
H -15.760 8.446 -0.811
H -15.616 10.323 0.772
N -9.592 8.534 3.889
C -8.857 8.166 2.875
C -8.882 8.916 1.683
C -9.640 10.097 1.624
C -10.323 10.441 2.801
C -10.295 9.630 3.911
H -8.277 7.238 2.990
H -8.259 8.672 0.859
H -9.607 10.720 0.700
H -10.923 11.428 2.867
H -10.894 9.884 4.830
N -17.885 10.043 8.182
C -18.045 8.734 8.405
C -17.001 7.812 8.550
C -15.749 8.314 8.321
C -15.498 9.682 8.090
C -16.636 10.514 8.023
H -19.065 8.371 8.547
H -17.256 6.753 8.684
H -14.835 7.736 8.374
H -14.460 9.964 8.036
H -16.532 11.557 7.866
N -12.597 12.946 2.030
C -12.921 14.012 2.790
C -14.133 14.709 2.624
C -14.931 14.360 1.564
C -14.522 13.314 0.742
C -13.392 12.569 1.056
H -12.306 14.237 3.623
H -14.478 15.347 3.444
H -15.871 14.835 1.288
H -15.043 13.010 -0.182
H -13.173 11.690 0.505
```

Computed properties:
**SMILES string**: c1ccncc1.c1ccncc1.c1ccncc1.c1ccncc1.c1ccncc1.ClCCl.ClCCl
**ΔE to the lowest compared entry with this formula, charge and spin**: 1.1300 eV
**Gap between HOMO and LUMO**: 9.72 eV
**Maximum force**: 3.888 eV/Å
**Calculated total energy**: -86007.5327 eV
**HOMO**: -9.2 eV

This record from the OMol25 dataset describes a 8-piece molecular cluster, C28H67N5O5 overall in a non-equilibrium geometry. The level of theory is the ωB97M-V functional and the def2-TZVPD basis.

XYZ file:
```
105
C28H67N5O5 (the ωB97M-V functional and the def2-TZVPD basis)
C 21.335 -4.034 21.694
C 21.452 -3.903 23.210
C 20.171 -4.349 23.924
C 20.019 -3.978 25.419
C 21.304 -4.228 26.223
C 21.107 -4.052 27.710
H 22.225 -3.931 21.078
H 20.461 -3.529 21.278
H 21.087 -5.093 21.509
H 22.279 -4.557 23.507
H 21.821 -2.912 23.474
H 20.291 -5.437 23.956
H 19.314 -4.046 23.328
H 19.860 -2.901 25.537
H 19.183 -4.540 25.833
H 21.609 -5.264 26.041
H 22.014 -3.477 25.866
H 20.281 -4.685 28.058
H 21.953 -4.422 28.291
H 20.878 -3.032 28.021
C 24.266 -1.624 13.979
C 24.507 -0.899 15.278
C 24.608 -1.801 16.525
C 23.272 -2.208 17.171
C 23.419 -2.973 18.481
C 24.035 -2.201 19.631
H 24.079 -0.875 13.204
H 23.396 -2.280 13.912
H 25.155 -2.197 13.708
H 25.408 -0.290 15.188
H 23.713 -0.172 15.496
H 25.247 -1.271 17.234
H 25.138 -2.711 16.214
H 22.865 -1.226 17.457
H 22.608 -2.582 16.392
H 22.375 -3.160 18.780
H 23.769 -3.997 18.328
H 23.962 -2.765 20.565
H 25.128 -2.157 19.551
H 23.670 -1.192 19.805
C 25.197 -2.703 29.757
C 25.846 -3.865 28.991
C 24.755 -4.849 28.519
C 25.318 -6.178 27.996
C 25.056 -6.479 26.524
C 25.553 -5.386 25.575
H 24.734 -3.064 30.674
H 24.453 -2.204 29.131
H 25.910 -1.905 29.978
H 26.385 -3.511 28.106
H 26.593 -4.314 29.647
H 24.062 -4.339 27.846
H 24.172 -4.936 29.444
H 26.398 -6.127 28.169
H 24.941 -7.010 28.594
H 25.436 -7.471 26.288
H 23.967 -6.425 26.398
H 25.134 -4.412 25.811
H 26.647 -5.328 25.558
H 25.305 -5.708 24.559
O 15.138 -4.270 26.075
C 16.142 -4.972 26.022
N 16.674 -5.436 27.186
C 16.841 -5.345 24.728
H 17.571 -5.884 27.222
H 16.147 -5.241 28.017
H 17.698 -5.993 24.945
H 17.217 -4.524 24.132
H 16.170 -6.049 24.235
O 16.866 -4.674 18.377
C 18.071 -4.711 18.208
N 18.695 -5.866 17.871
C 18.894 -3.436 18.341
H 18.107 -6.648 17.650
H 19.693 -5.875 17.802
H 19.564 -3.151 17.530
H 19.490 -3.504 19.253
H 18.149 -2.649 18.425
O 15.829 -2.303 23.392
C 16.832 -1.766 23.831
N 17.933 -1.656 23.040
C 17.073 -1.400 25.266
H 17.880 -2.015 22.102
H 18.807 -1.229 23.327
H 16.156 -0.998 25.696
H 17.839 -0.628 25.365
H 17.382 -2.263 25.853
O 20.741 -7.827 20.773
C 21.623 -7.961 19.950
N 21.879 -7.004 19.008
C 22.398 -9.256 19.771
H 21.304 -6.182 19.086
H 22.770 -7.001 18.549
H 23.195 -9.174 19.033
H 21.734 -10.084 19.555
H 22.927 -9.383 20.721
O 20.479 -0.588 23.791
C 21.330 0.256 23.476
N 22.526 -0.146 23.000
C 21.069 1.714 23.599
H 23.178 0.527 22.637
H 22.765 -1.116 23.078
H 20.717 2.036 24.578
H 20.371 2.065 22.838
H 21.958 2.344 23.480
```

Computed properties:
**SMILES string**: CC(N)=O.CC(N)=O.CC(N)=O.CC(N)=O.CC(N)=O.CCCCCC.CCCCCC.CCCCCC
**Gap between HOMO and LUMO**: 8.94 eV
**Maximum force**: 2.377 eV/Å
**Calculated total energy**: -47812.9082 eV
**HOMO**: -8.8 eV